A molecular structure, C8H13NOSr in a non-equilibrium geometry. Source: the OMol25 dataset; level of theory: wB97M-V/def2-TZVPD.

**Net charge**: -2
**2S+1**: 1
**Largest force on an atom**: 0.056 hartree/bohr
**Kohn-Sham gap**: 3.606 eV

XYZ file:
```
24
Properties=species:S:1:pos:R:3:forces:R:3
C -0.416163 1.236460 -2.256481 0.3 0.5 0.1
C 0.978340 1.441042 -2.075524 -0.2 0.3 0.0
C 1.152615 2.323568 -0.970078 -0.1 0.0 0.0
C -0.141563 2.652690 -0.464911 0.1 0.1 -0.1
C -1.104675 1.984093 -1.265778 0.2 0.1 -0.2
Sr 0.335585 -0.019879 0.200041 -1.0 -0.2 0.5
N -1.382684 -1.574140 -0.115972 -1.2 0.4 -0.3
C -0.429255 -2.548563 -0.620551 -0.6 -1.7 0.1
C 0.984840 -2.275567 -0.876355 1.7 0.5 -0.6
H 2.106319 2.539322 -0.467994 -0.4 0.1 -0.3
H 1.772892 0.893334 -2.593048 -0.3 0.3 0.1
H -0.350525 3.209262 0.462108 0.1 -0.2 -0.6
H -2.187874 1.987036 -1.108632 0.5 0.0 0.0
H -0.875211 0.570967 -2.987439 0.2 0.2 0.3
H 1.311841 -1.884905 -1.829000 0.1 0.2 -0.3
H -0.327129 -3.348492 0.163636 -0.7 -0.5 -0.6
H -2.313847 -2.026999 -0.166776 0.8 0.5 0.1
H 1.717190 -2.235794 -0.081726 0.4 -0.3 0.3
H -0.760281 -2.900016 -1.627639 -0.3 -0.7 0.5
C -0.005630 -0.000371 3.808025 -0.2 -0.1 -2.9
O -0.044659 -0.022189 2.419096 0.7 0.5 1.1
H 0.872449 -0.508235 4.160012 0.8 -0.4 0.8
H -0.885351 -0.508428 4.142193 -0.9 -0.5 1.1
H -0.007226 1.015800 4.152794 0.0 1.0 0.9
```
Forces are in eV/Å.